DFT (ωB97M-V with the def2-TZVPD basis set) results for a cluster of 2 separate species, C4H9NO in total.

The total energy comes out at -7828.6730 eV. For the frontier orbital gap, the calculation gives 0.344 Eh. The energy relative to the best compared isomer or geometry (same formula, charge and spin) is 351.9 kJ/mol. The HOMO energy comes out at -8.659 eV.

```
! wB97M-V def2-TZVPD RIJCOSX def2/J DEFGRID3
* xyz 0 1
H -1.110 -2.307 0.429
H -1.557 1.241 0.187
C 0.614 1.183 0.555
O 1.607 0.465 0.642
C -0.699 0.556 0.441
N 0.807 2.523 0.445
H 0.071 3.200 0.389
H -0.992 -0.041 1.299
C 0.373 -1.068 -0.438
H -1.581 -1.458 -1.063
H 0.751 -0.601 -1.347
H -0.478 -2.882 -1.124
H 1.739 2.782 0.160
C -0.775 -1.990 -0.565
H 1.240 -1.571 0.051
*
```

***

DFT (ωB97M-V with the def2-TZVPD basis set) results for a structure of composition C46H47Cl2N5OPV.

The total energy comes out at -117981.2271 eV. For the frontier orbital gap (spin up / spin down), the calculation gives 0.273 / 0.288 Eh. The HOMO energy (spin up / spin down) comes out at -9.874 / -10.253 eV.

```
! wB97M-V def2-TZVPD RIJCOSX def2/J DEFGRID3
* xyz 1 4
C 5.897 -1.746 -2.105
H 2.369 -9.668 -0.489
H 0.179 -9.339 -0.156
C 1.337 3.810 -0.679
H 6.958 -1.951 -2.032
C -0.009 4.170 -0.733
C 3.824 -1.110 -1.040
N 0.075 1.971 -0.210
Cl -2.349 0.060 0.096
H 3.743 -0.512 1.011
C 0.150 -2.137 3.890
C -4.730 0.940 3.164
H 2.939 -3.319 1.645
H 2.878 -5.710 -2.332
C 1.456 -7.760 -0.900
C 1.213 -8.016 -2.395
P -0.183 0.266 2.484
C 0.504 4.241 3.356
C -4.253 0.667 1.895
H -0.065 5.160 3.439
C 2.658 -8.617 -0.461
C -0.153 3.053 3.054
H 3.676 3.078 3.586
C 2.376 1.476 -0.215
H 2.046 -7.667 -3.013
H -4.230 1.188 5.238
H 3.516 -8.507 -1.124
C 1.713 -6.230 -0.615
H 2.136 -0.943 -2.362
C 0.504 -5.466 -1.208
H 0.291 -7.553 -2.756
H 7.259 -5.710 1.902
C 0.923 -0.950 6.269
C 3.046 -0.783 0.217
N -0.810 -4.194 0.409
H 3.431 1.724 -0.325
O 1.683 -5.951 0.775
H 0.784 0.911 5.227
C -2.897 0.453 1.722
C 5.590 -5.163 0.652
H -5.789 1.112 3.310
H 0.974 -2.942 7.074
V 0.048 0.019 0.157
C 4.620 -3.819 2.863
H 4.426 -4.177 -1.534
C -1.989 0.505 2.774
H 0.281 -3.998 4.943
H 3.385 -1.621 -4.370
C 0.520 -2.970 -0.839
H 1.239 -2.716 -1.604
H 1.115 -9.092 -2.559
C 5.251 -1.842 -3.330
C 1.876 4.253 3.549
C 3.041 -5.760 -1.252
H -1.824 0.798 4.890
H 2.381 5.180 3.793
C 0.674 -0.163 5.153
C 6.315 -5.183 1.836
H 2.192 4.448 -0.859
H 2.982 -8.400 0.564
H 2.542 -1.687 0.555
Cl 6.727 -4.483 4.418
C 4.377 -4.484 0.547
H 2.367 -6.466 1.218
C 0.777 -2.330 6.202
H 4.249 -3.293 3.732
H 3.803 -6.520 -1.090
C 5.826 -4.498 2.934
H 0.687 -5.269 -2.260
C 2.603 3.074 3.434
C -2.502 0.766 4.046
N -0.096 -2.113 -0.037
H 1.227 -0.482 7.197
H 2.948 -3.617 -0.798
C -0.930 -2.925 0.690
H 5.695 -1.308 -0.011
N 0.127 -4.207 -0.567
H -0.385 -6.078 -1.117
C 3.670 -4.434 -0.790
C 5.186 -1.379 -0.968
H 5.805 -2.117 -4.219
C 0.388 -2.921 5.010
H -0.417 5.143 -0.959
C 3.892 -1.563 -3.414
H -0.130 -2.624 2.969
C -3.856 0.985 4.242
N 2.000 0.247 0.059
C 1.367 2.450 -0.362
H -1.633 -2.562 1.421
H 5.988 -5.686 -0.216
H 2.518 0.967 3.044
C -0.743 3.013 -0.452
H -0.714 -7.873 -0.520
C 0.567 1.871 2.937
C 0.278 -0.748 3.947
H -1.228 3.053 2.917
H -4.924 0.614 1.046
C 0.227 -8.249 -0.110
C 3.186 -1.199 -2.276
H 0.277 -7.955 0.938
C 1.954 1.892 3.119
H -1.818 2.915 -0.391
C 3.900 -3.825 1.675
*
```

***

DFT (ωB97M-V with the def2-TZVPD basis set) results for the ion C5H11N2 with charge +1.

The total energy comes out at -8334.5716 eV. For the frontier orbital gap, the calculation gives 0.289 Eh. The energy relative to the best compared isomer or geometry (same formula, charge and spin) is 245.8 kJ/mol. The HOMO energy comes out at -12.825 eV.

```
! wB97M-V def2-TZVPD RIJCOSX def2/J DEFGRID3
* xyz 1 1
H 0.389 -0.392 -1.517
H -2.030 0.465 -1.336
C -0.718 0.114 1.455
C 2.148 0.055 0.346
N -0.937 -0.243 0.195
H -0.223 -1.919 -0.837
H -2.766 -0.835 -0.320
H 1.461 1.393 -1.146
H -2.562 0.951 0.333
H 2.766 -0.099 1.187
C -2.192 0.174 -0.305
H -1.598 0.726 1.823
C 1.979 1.275 -0.175
H 2.725 1.990 0.263
H 1.547 -1.870 0.658
C 0.111 -0.932 -0.587
N 1.382 -1.093 0.020
H 0.202 -0.301 1.929
*
```

***

DFT (ωB97M-V with the def2-TZVPD basis set) results for a structure of composition C27H31FeN6O9S3.

The total energy comes out at -122766.6498 eV. For the frontier orbital gap (spin up / spin down), the calculation gives 0.300 / 0.314 Eh. The energy relative to the best compared isomer or geometry (same formula, charge and spin) is 63.1 kJ/mol. The HOMO energy (spin up / spin down) comes out at -8.679 / -8.669 eV.

```
! wB97M-V def2-TZVPD RIJCOSX def2/J DEFGRID3
* xyz 0 2
H -1.739 2.844 0.218
H 1.132 -3.064 -3.900
H 2.162 1.525 3.838
C -5.180 -1.533 0.266
N 0.208 3.471 -0.143
C -4.510 -4.601 -2.263
O -0.425 2.027 3.145
S -4.401 -3.530 1.961
H -5.669 0.065 -1.065
C -5.048 0.414 2.239
C -4.781 -0.904 2.564
H 1.917 1.693 -2.111
N 1.749 2.509 -1.540
H -0.875 -3.728 -4.611
C -1.099 3.683 0.470
H 4.768 -0.391 0.965
C -5.609 2.225 0.593
H -1.466 -4.848 0.476
C 2.344 1.070 2.875
H -5.227 -2.294 -0.503
C -4.763 -4.421 -4.643
H -4.488 -1.186 3.566
C 1.320 0.932 1.963
C -4.844 -1.866 1.570
H 3.025 2.927 0.095
C 3.605 0.590 2.527
C -0.629 -2.507 -3.039
H -4.977 1.175 3.006
H -6.461 2.618 1.150
O 4.595 0.720 3.435
O 0.464 -1.964 0.665
H -2.945 -2.817 0.484
C 2.718 -0.679 -0.945
H 0.965 4.034 0.214
O -0.843 1.017 1.167
Fe -0.013 -0.365 -0.344
H -5.810 2.353 -0.470
C -2.676 -3.835 -3.609
O -5.470 -4.426 1.630
O -3.861 -3.577 3.297
N 0.660 -2.371 -3.344
H 2.735 4.290 -1.019
C -3.456 -3.969 -4.750
H -2.590 -4.089 -1.481
H -1.530 4.618 0.113
H -4.902 -4.845 -1.283
H -1.347 -3.067 2.963
C 0.498 2.567 -1.067
C -5.297 -4.727 -3.400
H -2.199 -5.174 2.033
H 3.768 2.952 -1.511
H -6.320 -5.069 -3.317
C 2.873 3.209 -0.953
C -0.697 -2.206 1.146
C -5.363 0.782 0.934
N -3.172 -3.740 0.856
C -3.198 -4.169 -2.367
H -4.740 2.833 0.852
N 1.531 0.381 0.773
O 3.724 -1.080 -1.491
H 5.410 0.333 3.097
C 2.725 -0.082 0.435
H -0.007 -3.929 2.183
C -1.946 -4.376 1.338
C -5.431 -0.207 -0.044
O 1.530 -0.632 -1.486
C -0.949 -3.410 2.007
C 3.809 0.002 1.279
S -0.660 1.459 -1.698
H -3.045 -3.708 -5.719
H -0.984 3.708 1.553
H -5.367 -4.521 -5.535
C -0.132 1.370 2.152
N -1.323 -3.417 -3.763
S -1.420 -1.567 -1.878
H 1.199 -1.708 -2.782
O -1.616 -1.418 0.846
*
```

***

DFT (ωB97M-V with the def2-TZVPD basis set) results for a structure of composition C35H33F12N7O8ReS.

The total energy comes out at -109214.5944 eV. For the frontier orbital gap (spin up / spin down), the calculation gives 0.245 / 0.240 Eh. The energy relative to the best compared isomer or geometry (same formula, charge and spin) is 0.0 kJ/mol. The HOMO energy (spin up / spin down) comes out at -7.767 / -7.619 eV.

```
! wB97M-V def2-TZVPD RIJCOSX def2/J DEFGRID3
* xyz 0 2
N 0.384 -4.791 -3.592
S -1.014 2.833 -1.615
H -1.635 1.768 -3.697
N -3.479 -3.273 -6.212
H -0.335 -0.251 2.781
C -2.248 -1.980 3.258
C -1.533 -4.011 -4.908
C 3.328 -2.878 -0.355
C 3.184 -1.808 -1.225
C 3.469 1.368 3.863
H 4.379 0.968 4.294
Re -0.214 0.956 -0.253
C -0.680 -3.800 -3.844
C -3.946 -1.764 1.610
F -0.432 5.000 3.416
H -0.075 -2.580 -2.192
H -3.357 2.301 -1.615
C 2.356 0.538 -1.835
F -1.294 3.062 3.820
H 1.222 3.798 4.284
C 1.200 2.417 2.652
C -1.993 -0.602 -2.326
H -3.653 1.031 3.393
C 0.128 3.187 1.890
C 2.813 2.418 4.486
C 2.075 -1.621 1.272
F 3.541 1.968 -0.340
C 4.083 -4.112 -0.760
O 1.009 -4.677 -2.558
C 1.810 1.280 2.085
N -2.277 -0.542 3.499
O -0.652 2.433 1.049
C -2.754 3.146 -1.293
C -0.778 -2.708 -3.002
F 1.502 3.760 0.043
H -3.361 0.159 -0.093
F 2.007 1.088 -4.135
H 3.917 3.921 5.560
C -3.087 0.341 0.945
F -0.070 5.154 0.524
C 3.322 3.028 5.762
H -3.089 1.414 1.137
H 4.861 -3.874 -1.486
O -4.338 -2.434 -6.366
C 1.700 2.935 3.843
N -2.604 -2.288 1.874
H 2.499 3.324 6.414
O 1.126 1.171 -1.718
H 3.536 0.012 2.238
H -4.332 -0.531 3.894
C -3.625 -0.046 3.219
O -3.334 -4.265 -6.892
C 2.367 0.087 -3.326
H -1.351 3.520 -3.848
H -2.834 3.312 -0.221
H -0.653 -1.984 1.180
H -1.383 1.178 2.767
C -1.670 -1.636 0.985
O -2.974 0.106 -2.447
H -3.494 -1.274 -4.434
H 4.557 -4.582 0.102
H -1.937 -1.867 -0.039
H 2.797 -3.599 1.597
H 1.648 -1.543 2.265
C -1.798 -1.793 -3.222
C 2.531 -0.627 -0.868
F 4.706 1.007 -1.866
F 1.689 5.034 1.772
N -4.019 -0.320 1.836
H 3.626 -1.893 -2.206
C -1.001 2.593 -3.395
N 1.340 0.667 0.896
C 0.826 4.308 1.052
F 3.552 -0.358 -3.767
C -0.903 3.888 2.834
H -3.045 4.056 -1.815
H 0.033 2.413 -3.674
F -2.009 4.238 2.171
H -2.952 -2.474 3.930
N -1.675 -0.133 1.152
H 3.418 -4.844 -1.217
C -2.692 -1.979 -4.269
H -4.216 -1.978 0.574
C 3.508 1.556 -1.608
O -1.062 -0.455 -1.430
C 2.732 -2.773 0.898
H -4.658 -2.263 2.269
H -1.244 -2.359 3.462
F 3.379 2.634 -2.387
C 2.983 0.817 2.694
H 3.951 2.328 6.310
F 1.474 -0.901 -3.510
C 2.013 -0.506 0.427
H -1.430 -4.866 -5.558
C -2.534 -3.078 -5.090
C -1.349 0.111 2.602
O 0.490 -5.709 -4.374
*
```

***

DFT (ωB97M-V with the def2-TZVPD basis set) results for a cluster of 2 separate species, C9H17P in total.

The total energy comes out at -18893.1660 eV. For the frontier orbital gap, the calculation gives 0.334 Eh. The energy relative to the best compared isomer or geometry (same formula, charge and spin) is 178.3 kJ/mol. The HOMO energy comes out at -8.421 eV.

```
! wB97M-V def2-TZVPD RIJCOSX def2/J DEFGRID3
* xyz 0 1
C 0.750 -1.158 -3.325
C 0.406 0.495 -1.366
C 0.841 -0.304 1.191
H -0.931 -1.584 1.757
P -0.412 0.622 0.013
H 0.506 -2.163 2.460
H 1.670 -1.557 -3.563
H 0.322 -0.862 -4.324
C -3.857 1.764 0.429
H -2.735 3.108 -0.719
H 2.084 0.158 2.905
H 2.101 -0.983 -0.349
H 1.173 1.532 2.458
H -4.344 0.789 0.462
C -3.211 2.188 -0.577
C 0.159 -1.603 1.501
H -3.099 1.644 -1.556
H 1.878 0.551 -2.755
H 0.380 -2.365 0.650
C 2.267 -0.587 0.643
H 0.196 0.309 3.310
C 1.055 0.493 2.599
H 2.726 -1.412 1.313
H -3.958 2.452 1.336
H 2.810 0.365 0.664
C 0.981 0.035 -2.446
H 0.240 -1.925 -2.715
*
```

***

DFT (ωB97M-V with the def2-TZVPD basis set) results for a structure of composition C44H53N7O3S4W.

The total energy comes out at -108215.1879 eV. For the frontier orbital gap, the calculation gives 0.178 Eh. The HOMO energy comes out at -12.769 eV.

```
! wB97M-V def2-TZVPD RIJCOSX def2/J DEFGRID3
* xyz 2 1
H 0.063 -4.008 1.456
H -0.671 -1.340 -6.698
H -3.417 4.943 -0.504
S -4.112 1.343 -2.777
H -3.707 -2.889 3.137
H 3.407 -2.124 4.020
N -1.095 -0.149 -1.945
C -1.137 3.566 -0.745
H 1.341 -0.480 -0.940
H 4.292 -0.279 2.602
O -3.399 -0.613 -0.797
H -2.475 -1.585 -2.360
C -0.521 2.056 -2.248
C -3.347 -1.917 2.842
H 2.318 0.470 7.482
H 3.679 3.633 5.864
C -1.581 4.287 0.493
S 2.721 1.523 0.819
H -2.934 -2.353 -5.986
N 1.286 1.442 5.965
C 2.386 1.402 6.923
H -2.134 6.168 -0.498
C 2.714 0.097 -2.485
H 3.384 -3.160 -0.908
C 1.142 1.577 0.287
H 4.531 1.565 6.872
H -2.125 -3.429 0.669
C 1.594 -2.052 -2.341
O -5.627 0.406 -0.508
H -0.375 -5.131 -4.151
C 3.243 -0.543 2.592
O -3.426 1.454 0.006
H -1.582 2.484 1.687
H 0.409 3.472 -3.678
C 0.501 -4.446 0.557
H -0.634 5.617 1.898
H -0.300 -4.914 -0.019
C 2.348 0.143 1.779
C -0.717 -3.015 -4.341
C 1.375 -1.822 3.370
C -0.848 -0.487 -6.042
H 2.407 3.274 3.633
H 1.377 -2.495 0.346
C -0.321 4.966 1.082
C -0.245 -4.194 -3.621
C -0.507 0.780 -2.722
N -1.151 2.233 -1.007
H -0.543 -1.366 2.635
H -3.216 3.137 1.356
H -1.458 -3.324 -1.335
C 2.739 -3.914 -0.461
C 3.701 1.495 6.171
H 3.841 0.596 5.568
C 0.639 -3.001 -1.596
H 0.359 4.218 1.496
H 4.549 2.738 4.619
H -0.798 -3.169 -5.412
C -1.788 -0.861 -4.896
C -0.502 4.241 -1.822
C 1.314 2.109 4.806
H -1.284 0.305 -6.651
C 0.369 -4.228 -2.440
C 1.840 -0.777 -1.849
C 0.986 -0.160 1.683
N 0.295 0.655 0.733
H -3.793 -1.667 -4.604
C 1.311 -3.411 -0.249
H -2.062 0.056 -4.365
C -3.107 -1.437 -5.420
H -0.084 0.484 -3.672
N -1.157 -1.700 -0.094
H 2.873 1.095 -2.094
C -3.675 -0.682 3.409
H 0.883 2.362 -0.396
H -3.018 5.811 0.982
H -2.137 3.914 2.524
C -1.386 -1.524 -2.446
H 4.080 0.367 -4.120
H 2.294 2.226 7.636
H 1.143 -5.257 0.897
C -0.100 3.309 -2.741
H 3.769 -1.946 -4.948
H 2.762 -4.801 -1.098
N 2.481 2.662 4.428
H -3.051 1.363 2.833
C -1.139 -1.824 -3.900
H 0.202 5.576 0.348
C -1.890 -2.375 0.768
H 3.169 -4.199 0.501
H -3.598 -0.722 -6.081
C 2.746 -1.557 3.379
C -2.599 5.369 0.078
C 0.500 -1.141 2.549
H 0.688 -5.189 -2.053
C 3.674 2.716 5.268
H -0.353 5.306 -1.866
C -2.474 -1.651 1.799
C 3.217 -1.600 -4.084
C 3.398 -0.307 -3.620
S -0.073 2.248 3.846
C -3.023 0.298 2.682
H -4.315 -0.506 4.257
H 0.381 1.090 6.231
H 2.218 -3.460 -3.841
C -2.185 3.399 1.565
H 0.976 -2.578 4.034
W -1.762 0.414 -0.147
C -0.822 -2.441 -1.358
H 0.132 -0.157 -5.686
C 2.333 -2.460 -3.451
N -2.262 -0.268 1.704
S -4.337 0.628 -1.048
*
```